# 1
C3H7NO2 | ωB97M-V/def2-TZVPD

## Properties
* HOMO energy: -9.83 eV
* structure (SMILES): COCC(N)=O
* HOMO-LUMO gap: 10.70 eV
* energy above the lowest of the compared OMol25 structures with the same formula, charge and spin: 22.4 kcal per mole

XYZ file:
```
13
C3H7NO2 (ωB97M-V/def2-TZVPD)
C 1.876 0.856 -0.023
O 0.497 0.665 0.176
C 0.102 -0.634 -0.182
C -1.352 -0.879 0.180
O -1.758 -2.007 0.413
N -2.149 0.214 0.158
H 2.150 0.727 -1.081
H 2.462 0.144 0.578
H 2.117 1.873 0.292
H 0.710 -1.397 0.324
H 0.215 -0.790 -1.272
H -3.123 0.096 0.394
H -1.747 1.133 0.043
```

# 2
C29H51CrNO2SSi2 | ωB97M-V/def2-TZVPD

## Properties
* expectation value of S²: 6.033
* HOMO energy (alpha / beta): -7.11 / -7.30 eV
* multiplicity: 5
* HOMO-LUMO gap (alpha / beta): 6.94 / 7.04 eV
* energy above the lowest of the compared OMol25 structures with the same formula, charge and spin: 0.0 kcal per mole

XYZ file:
```
87
C29H51CrNO2SSi2 (ωB97M-V/def2-TZVPD)
O -1.731 -1.721 -3.064
O 0.923 1.680 -6.557
C -0.623 -2.577 -3.428
C -1.013 -4.039 -3.579
H 0.084 -2.462 -2.585
H -0.106 -2.278 -4.370
H -1.260 -4.504 -2.609
H -0.144 -4.578 -3.997
H -1.883 -4.186 -4.262
C -1.880 -0.628 -3.996
C -1.706 -0.948 -5.475
H -1.165 0.162 -3.671
H -2.888 -0.266 -3.814
H -0.729 -0.593 -5.835
H -2.467 -0.387 -6.013
H -1.818 -2.010 -5.704
C 0.471 2.521 -5.493
C 2.275 1.275 -6.405
C -0.963 2.941 -5.768
H 1.130 3.411 -5.476
H 0.524 2.070 -4.473
H -1.046 3.315 -6.799
H -1.236 3.738 -5.062
H -1.666 2.103 -5.650
C 2.721 0.558 -7.641
H 2.427 0.634 -5.525
H 2.882 2.176 -6.254
H 2.094 -0.293 -7.873
H 3.741 0.220 -7.509
H 2.687 1.233 -8.485
H 2.161 0.641 -0.992
Cr -1.196 -0.228 -0.401
C 2.781 0.051 -1.656
Si 4.409 0.610 -0.961
H 2.506 -0.987 -1.438
H 2.585 0.378 -2.678
C 5.801 -0.383 -1.647
C 3.858 0.282 0.838
C 4.052 2.418 -1.354
C -2.694 -1.614 -0.191
Si -3.930 -0.215 -0.251
H -2.670 -2.223 0.733
H -2.768 -2.340 -1.011
C -5.496 -0.936 -1.014
C -3.510 1.290 -1.317
C -4.044 0.492 1.502
H 3.480 2.549 -2.282
H 5.010 2.976 -1.423
H 3.450 2.828 -0.538
H 5.656 -1.445 -1.431
H 6.714 -0.026 -1.156
H 5.904 -0.271 -2.733
H 3.367 -0.711 0.907
H 3.132 1.068 1.127
H 4.725 0.308 1.525
H -3.246 1.028 -2.349
H -2.706 1.924 -0.919
H -4.419 1.906 -1.346
H -4.672 1.398 1.498
H -3.044 0.769 1.878
H -4.471 -0.248 2.196
H -6.395 -0.367 -0.737
H -5.632 -1.982 -0.714
H -5.397 -0.918 -2.110
S 0.107 0.822 3.774
C 0.148 -0.947 3.678
C 0.353 -1.853 4.711
C 0.393 -3.224 4.391
C 0.270 -3.641 3.055
C -0.009 -2.732 2.036
C -0.111 -1.387 2.366
N -0.405 -0.347 1.468
C -0.248 0.855 2.078
C -0.230 2.035 1.264
C 0.083 3.312 1.796
C 0.175 4.384 0.918
C 0.027 4.148 -0.447
C -0.269 2.857 -0.956
C -0.478 1.783 -0.100
H 0.470 -1.476 5.721
H 0.519 -3.965 5.176
H 0.381 -4.687 2.806
H -0.143 -3.027 0.990
H 0.216 3.411 2.879
H 0.354 5.389 1.318
H 0.149 4.988 -1.143
H -0.341 2.718 -2.032
```

# 3
C7H11N3S | ωB97M-V/def2-TZVPD

## Properties
* HOMO energy: -8.30 eV
* HOMO-LUMO gap: 8.83 eV
* energy above the lowest of the compared OMol25 structures with the same formula, charge and spin: 42.2 kcal per mole

XYZ file:
```
22
C7H11N3S (ωB97M-V/def2-TZVPD)
C -0.931 0.798 -2.168
C -1.381 -0.618 -1.925
C -1.623 -1.008 -0.506
C -0.382 -0.620 0.262
C 0.604 -0.499 2.232
C 0.494 0.222 -0.158
C 0.420 1.147 -1.356
H -0.047 1.738 -3.703
H -1.332 0.867 -4.140
H -1.691 1.519 -1.643
H -0.412 -1.228 -2.082
H -2.179 -0.840 -2.652
H -1.598 -2.028 -0.603
H -2.567 -0.640 0.002
H 0.879 0.173 4.307
H 0.032 -1.255 3.846
H 1.360 1.060 -2.041
H 0.503 2.322 -0.925
N -0.563 0.925 -3.438
N -0.357 -1.027 1.473
N 0.924 -0.793 3.539
S 1.488 0.503 1.270
```

# 4
C10H13ClHfI2N2OP | ωB97M-V/def2-TZVPD

## Properties
* HOMO energy: -19.27 eV
* charge: +3
* HOMO-LUMO gap: 5.36 eV
* energy above the lowest of the compared OMol25 structures with the same formula, charge and spin: 8.1 kcal per mole

XYZ file:
```
31
C10H13ClHfI2N2OP (ωB97M-V/def2-TZVPD)
I -2.648 -1.333 -0.858
I -2.614 1.143 -0.698
Hf 0.968 -0.186 -0.029
P 0.616 -0.001 -2.928
C -0.929 -0.023 -3.914
C 1.443 1.462 -3.658
H 2.530 -1.484 -3.358
H 1.704 -1.067 -4.878
H 0.956 -2.239 -3.780
C 1.547 -1.318 -3.819
H 2.401 1.657 -3.156
H 1.635 1.322 -4.731
H -0.706 -0.050 -4.996
H -1.506 0.890 -3.712
H 0.768 2.314 -3.542
H -1.524 -0.911 -3.656
C -4.679 -0.106 2.560
O -5.535 -0.401 1.866
Cl 3.171 -0.206 -0.440
N -0.302 0.156 7.391
C -0.103 0.147 6.235
C 0.078 0.094 4.799
C -0.778 -0.708 4.024
C -0.531 -0.764 2.664
N 0.389 0.049 2.046
C 1.263 0.764 2.823
C 1.141 0.832 4.200
H -1.625 -1.265 4.485
H -1.038 -1.480 2.004
H 2.051 1.243 2.266
H 1.856 1.469 4.790
```

- Which formula does entry 1 have?
  C3H7NO2

- Which value of energy above the lowest of the compared OMol25 structures with the same formula, charge and spin does entry 3 give?
  42.2 kcal per mole

Copy entry 4 word for word.
C10H13ClHfI2N2OP | ωB97M-V/def2-TZVPD

## Properties
* HOMO energy: -19.27 eV
* charge: +3
* HOMO-LUMO gap: 5.36 eV
* energy above the lowest of the compared OMol25 structures with the same formula, charge and spin: 8.1 kcal per mole

XYZ file:
```
31
C10H13ClHfI2N2OP (ωB97M-V/def2-TZVPD)
I -2.648 -1.333 -0.858
I -2.614 1.143 -0.698
Hf 0.968 -0.186 -0.029
P 0.616 -0.001 -2.928
C -0.929 -0.023 -3.914
C 1.443 1.462 -3.658
H 2.530 -1.484 -3.358
H 1.704 -1.067 -4.878
H 0.956 -2.239 -3.780
C 1.547 -1.318 -3.819
H 2.401 1.657 -3.156
H 1.635 1.322 -4.731
H -0.706 -0.050 -4.996
H -1.506 0.890 -3.712
H 0.768 2.314 -3.542
H -1.524 -0.911 -3.656
C -4.679 -0.106 2.560
O -5.535 -0.401 1.866
Cl 3.171 -0.206 -0.440
N -0.302 0.156 7.391
C -0.103 0.147 6.235
C 0.078 0.094 4.799
C -0.778 -0.708 4.024
C -0.531 -0.764 2.664
N 0.389 0.049 2.046
C 1.263 0.764 2.823
C 1.141 0.832 4.200
H -1.625 -1.265 4.485
H -1.038 -1.480 2.004
H 2.051 1.243 2.266
H 1.856 1.469 4.790
```

- energy above the lowest of the compared OMol25 structures with the same formula, charge and spin of number 1 (C3H7NO2)?
  22.4 kcal per mole